(1)
This record from the OMol25 dataset describes a 3-piece molecular cluster, C3H13NO2S overall. The level of theory is wB97M-V/def2-TZVPD.

Atoms and positions in Å:
H 0.653 -1.747 0.856
H 0.934 3.309 -3.068
C -1.817 -1.586 1.520
H -1.505 -2.292 0.751
H -0.754 -2.336 3.278
O 5.771 2.325 -0.924
H -2.742 -1.843 2.032
H -1.440 0.744 -1.435
H -0.579 -0.648 3.105
O 0.905 2.351 -2.961
S -2.186 -0.276 -0.942
H -1.153 0.416 1.188
H 5.719 2.076 -1.840
N 0.612 -1.800 1.857
H 5.519 1.518 -0.458
C -2.004 -0.181 0.849
C -0.687 -1.565 2.512
H 1.880 2.240 -2.960
H 1.269 -2.407 2.292
H -2.887 0.364 1.198

The largest force on an atom comes out at 2.6 eV Å⁻¹. As for the energy: -19732.34507 eV. As for the spin multiplicity: 2. The value obtained for the HOMO-LUMO gap (alpha / beta) is 9.0 / 3.5 eV. Its total charge is +1.

(2)
This record from the OMol25 dataset describes a 2-piece molecular cluster, C2H6IN2O overall. The level of theory is wB97M-V/def2-TZVPD.

Atoms and positions in Å:
H 0.263 0.280 1.505
H 4.027 0.331 0.943
I 3.262 -0.148 -0.404
H -1.223 0.051 2.437
H -0.869 -1.780 0.943
O -4.362 -2.070 -0.450
N -3.370 -1.615 -0.100
C -0.812 0.247 1.334
N -1.032 -0.916 0.447
C -2.359 -0.975 -0.052
H -0.448 -0.806 -0.286
H -1.331 1.158 0.995

The largest force on an atom comes out at 6.0 eV Å⁻¹. As for the energy: -15284.41170 eV. As for the spin multiplicity: 3. The value obtained for the HOMO-LUMO gap (alpha / beta) is 8.8 / 5.7 eV. Its total charge is +1.

(3)
This record from the OMol25 dataset describes one molecule with the formula C21H28N2O5S. The level of theory is wB97M-V/def2-TZVPD.

Atoms and positions in Å:
O -1.093 -3.170 0.617
C 2.352 -1.813 0.582
H 2.800 2.404 0.226
H 3.316 -1.978 0.131
H 1.820 3.032 -1.945
C -1.792 1.145 -1.471
H -0.811 -4.437 -1.010
H -1.993 -4.912 0.237
C -3.101 -0.682 -0.355
C 2.206 -0.775 1.492
C 3.376 0.114 1.823
C -0.938 4.352 0.325
H -0.039 0.200 -0.574
H -0.247 -5.066 0.556
H 4.371 -0.067 -0.104
C 1.289 -2.622 0.205
H -0.933 4.811 -0.654
H -2.288 -1.358 -0.563
H 2.689 -2.504 -1.997
H -1.803 3.718 0.465
H -6.129 -0.636 1.146
C -5.192 1.040 0.202
H -6.007 1.717 0.414
C -5.261 -0.280 0.612
O 1.397 -3.573 -0.777
H -4.032 2.531 -0.797
N 0.305 2.256 -0.798
H -0.916 1.271 0.513
H 4.870 1.346 0.854
C -0.088 -1.411 1.761
C -1.014 -4.464 0.063
O 2.669 0.025 -1.830
H -1.959 2.163 -1.826
H -0.886 5.103 1.103
C 1.363 2.058 -1.763
C 2.437 1.078 -1.266
H 0.931 1.673 -2.689
H -4.251 -2.169 0.651
C -3.021 0.643 -0.766
C 4.022 0.718 0.569
H -1.574 0.517 -2.337
O 1.691 4.126 0.135
C -0.581 1.148 -0.518
H 3.033 0.923 2.470
H 3.426 -3.877 -1.115
O 0.527 2.668 1.726
C 0.048 -2.445 0.842
C 2.525 -3.518 -1.623
H -1.058 -1.274 2.213
H 0.811 0.257 2.747
C -4.211 -1.139 0.332
H 4.138 -0.457 2.360
C 0.964 -0.567 2.068
C -4.077 1.498 -0.479
S 0.540 3.321 0.449
H 2.298 -4.186 -2.453
N 3.082 1.521 -0.178

The largest force on an atom comes out at 1.1 eV Å⁻¹. As for the structure (SMILES): COc1ccc(CCNC(=O)CN(CCc2ccccc2)S(C)(=O)=O)cc1OC. As for the energy: -46283.97651 eV. The value obtained for the HOMO-LUMO gap is 8.4 eV.